Here is a 2-piece molecular cluster, C3H12N3O overall from the Open Molecules 2025 dataset. Energies are from ωB97M-V/def2-TZVPD.

Structure (XYZ):
```
19
Properties=species:S:1:pos:R:3:forces:R:3:lowdin_charge:R:1
C 0.2277 1.7559 -0.7953 -0.1 -0.2 0.6 -0.112
C 1.5255 0.1212 0.6025 -0.5 0.7 0.4 -0.490
N 1.6494 -0.2409 1.9460 0.0 -0.6 -0.5 0.073
N 0.3425 0.7820 0.2540 0.1 -0.4 -0.1 -0.060
N 2.5105 -0.1687 -0.3144 0.7 -0.3 0.1 0.068
H 1.3760 0.3281 2.7230 0.1 0.5 0.0 0.056
H 2.3061 -0.9632 2.1509 0.2 -0.1 0.2 0.059
H -0.3869 0.8124 0.9405 0.0 -0.3 0.1 0.103
H 2.6369 0.3760 -1.1343 0.0 0.6 -0.3 0.045
H 2.9297 -1.0810 -0.4384 -0.5 -0.3 0.2 0.066
H -0.5365 1.4681 -1.5073 -0.2 -0.1 -0.4 0.061
H 1.1685 1.8094 -1.3288 0.1 0.4 -0.1 0.065
H -0.0777 2.7157 -0.3622 0.3 0.2 -0.3 0.077
C -2.8803 -1.0153 -0.4049 -0.2 -0.8 -0.1 -0.170
O -1.6175 -1.6349 -0.2826 0.5 -0.3 0.1 -0.132
H -1.5213 -2.4459 -0.7836 -0.3 0.1 -0.2 0.072
H -3.2051 -0.8300 0.6171 -0.1 0.7 -0.1 0.075
H -2.7833 -0.1390 -1.0428 -0.2 0.3 0.3 0.067
H -3.6642 -1.6498 -0.8394 0.3 -0.1 -0.1 0.076
```
Forces are in eV/Å.

Results
Relative energy (zero: lowest compared OMol25 entry of this formula, charge and spin) (kcal per mole): 22.38
HOMO level (spin up / spin down) (eV): -3.917 / -8.372
Total energy (hartree): -360.89291
Gap between HOMO and LUMO (spin up / spin down) (eV): 4.8782 / 9.2769
Largest force on an atom (eV Å⁻¹): 0.9
Spin multiplicity: 2

Here is a single C3H7ClN2O2 molecule in a non-equilibrium geometry from the Open Molecules 2025 dataset. Energies are from ωB97M-V/def2-TZVPD.

Structure (XYZ):
```
15
Properties=species:S:1:pos:R:3:forces:R:3:lowdin_charge:R:1
C 1.2791 0.7216 0.3131 2.3 -2.8 -0.1 -0.088
C 0.0527 -0.1420 0.4031 0.3 -1.2 1.5 -0.428
C 0.4372 -1.5767 -0.0333 -0.4 -0.1 3.9 -0.075
N -1.0017 0.2332 -0.5394 0.8 -0.5 0.0 -0.384
Cl -0.5370 0.2485 -2.2209 -0.6 0.5 1.1 0.770
N -1.9734 1.1065 -0.1241 0.3 -0.5 -1.2 -0.490
O -2.1565 1.1662 1.0546 -0.2 0.3 1.5 0.087
O -2.5942 1.6253 -0.9958 -1.2 1.1 -0.9 0.049
H 1.8359 0.2587 -0.5195 0.0 1.5 -0.5 0.077
H 1.0641 1.7312 0.3719 -0.2 2.1 -0.7 0.059
H 2.0436 0.5281 1.1114 -1.2 -0.1 0.0 0.105
H -0.2146 0.0185 1.5031 -0.9 -0.9 -1.9 0.166
H 0.4815 -1.6898 -1.0368 0.4 0.0 -3.2 -0.001
H -0.0965 -2.4587 0.3136 -1.0 0.5 0.3 0.087
H 1.3798 -1.7706 0.3990 1.5 -0.1 0.2 0.066
```
Forces are in eV/Å.

Results
Relative energy (zero: lowest compared OMol25 entry of this formula, charge and spin) (kcal per mole): 102.71
HOMO level (eV): -10.230
Total energy (hartree): -838.49975
Gap between HOMO and LUMO (eV): 10.3786
SMILES: CC(C)N(Cl)[N+](=O)[O-]
Largest force on an atom (eV Å⁻¹): 3.9

Here is an isolated ion of composition C5H10NO and charge +1 in a non-equilibrium geometry from the Open Molecules 2025 dataset. Energies are from ωB97M-V/def2-TZVPD.

Structure (XYZ):
```
17
Properties=species:S:1:pos:R:3:forces:R:3:lowdin_charge:R:1
C 0.1248 -1.0676 -2.4896 -0.5 -0.5 -2.0 -0.056
N -0.4105 -0.7357 -1.2012 1.0 1.4 2.0 0.011
C 0.0975 0.2340 -0.4036 -0.5 -1.7 -1.2 0.040
C -0.1230 0.6025 0.9577 -2.8 -3.5 -0.4 -0.220
C 0.5892 1.7334 1.5808 -0.6 0.3 0.4 -0.021
C -0.9412 -0.2925 1.7172 3.2 3.9 -0.2 -0.020
O -0.9150 0.0786 2.9942 -2.3 -1.5 0.8 0.070
H -0.5837 -0.8097 -3.2792 -0.2 0.2 0.1 0.103
H 1.0532 -0.6272 -2.8189 0.4 0.4 0.7 0.100
H 0.2245 -2.1418 -2.6107 0.2 -0.2 0.4 0.102
H -1.0486 -1.4433 -0.8857 -0.4 0.2 0.5 0.146
H 0.8514 0.7193 -0.9952 0.4 0.8 0.2 0.143
H 1.4945 1.6971 1.0608 2.1 0.3 -0.2 0.065
H 0.7206 1.5648 2.6742 0.0 0.6 -1.0 0.113
H 0.1786 2.7140 1.2887 -0.2 -0.4 0.6 0.115
H -1.3674 -1.1894 1.3400 -0.7 -0.6 0.1 0.130
H -1.6289 -0.3254 3.5693 1.2 0.3 -0.9 0.179
```
Forces are in eV/Å.

Results
Relative energy (zero: lowest compared OMol25 entry of this formula, charge and spin) (kcal per mole): 43.56
Net charge: +1
HOMO level (eV): -13.375
Total energy (hartree): -326.21240
Gap between HOMO and LUMO (eV): 8.3895
SMILES: C/[NH+]=C/C(C)=C/O
Largest force on an atom (eV Å⁻¹): 5.1

Here is C28H24Cl2MgN3O3Si as an isolated structure in a non-equilibrium geometry from the Open Molecules 2025 dataset. Energies are from ωB97M-V/def2-TZVPD.

Structure (XYZ):
```
62
Properties=species:S:1:pos:R:3:forces:R:3:lowdin_charge:R:1
Mg 1.0349 -0.0552 -0.2333 -0.1 -0.3 -0.1 0.569
O 4.4305 1.8920 -0.7772 0.0 -0.1 0.0 0.044
C 3.2446 1.5962 -0.7883 -0.2 -0.2 -0.2 -0.580
O 2.7193 0.4343 -0.9021 1.0 0.7 -0.2 -0.079
C 2.2369 2.7530 -0.6817 -0.1 0.0 0.0 -0.154
C 2.7392 4.0678 -0.5209 0.1 0.0 0.0 0.012
C 1.8644 5.0991 -0.4156 0.0 0.1 0.0 -0.008
C 0.4732 4.8410 -0.4784 0.0 0.0 0.0 -0.157
C -0.4992 5.8637 -0.3677 0.0 0.0 0.0 -0.046
C -1.8306 5.5693 -0.4393 0.0 0.0 0.0 -0.091
C -2.2450 4.2325 -0.6345 0.0 0.1 0.0 -0.075
C -1.3263 3.2281 -0.7437 0.0 0.0 0.0 -0.001
C 0.0605 3.5035 -0.6575 0.0 -0.1 0.0 -0.182
N 0.9573 2.4715 -0.7500 0.1 0.1 0.0 0.164
H 3.8120 4.1905 -0.4809 0.0 0.0 0.0 0.114
H 2.2083 6.1203 -0.2883 0.0 0.0 0.0 0.113
H -0.1640 6.8846 -0.2203 0.0 0.0 0.0 0.108
H -2.5704 6.3555 -0.3470 0.0 0.0 0.0 0.097
H -3.3021 4.0025 -0.6952 0.0 0.0 0.0 0.101
H -1.6385 2.2059 -0.8981 0.0 0.0 0.0 0.090
Cl 0.2620 1.2385 4.4325 -0.1 0.0 0.0 0.679
C -0.9159 0.8317 3.2221 0.0 0.0 0.0 -0.591
C -2.2660 0.7746 3.5854 0.0 0.0 0.0 -0.134
C -3.2269 0.4461 2.6729 0.0 0.0 0.1 -0.614
Cl -4.9036 0.3841 3.1716 0.1 0.0 0.0 0.644
C -2.8750 0.1611 1.3367 0.1 0.0 -0.1 -0.177
C -3.7942 -0.1674 0.3153 0.0 0.0 0.0 -0.024
C -3.3482 -0.4283 -0.9479 -0.1 0.0 0.0 -0.039
C -1.9713 -0.3615 -1.2193 0.1 0.0 0.1 -0.106
N -1.0893 -0.0458 -0.2981 -0.5 0.0 0.3 0.071
C -1.5087 0.2170 0.9786 0.1 0.0 -0.2 -0.131
C -0.4622 0.5555 1.9312 0.1 0.0 0.0 -0.405
O 0.7740 0.5754 1.5769 -0.6 0.0 0.5 -0.117
H -2.5438 0.9919 4.6077 0.0 0.0 0.0 0.101
H -4.8484 -0.2145 0.5548 0.0 0.0 0.0 0.086
H -4.0363 -0.6854 -1.7426 0.0 0.0 0.0 0.104
H -1.5857 -0.5862 -2.2086 0.0 0.0 0.1 0.111
C 3.0738 -2.1338 1.7685 0.1 0.1 0.0 -0.167
Si 1.5069 -2.9367 1.1366 0.0 0.0 0.0 0.375
C 1.8979 -4.7797 1.0038 0.0 -0.1 -0.2 -0.198
C 0.1896 -2.8189 2.4764 -0.2 0.1 0.1 -0.162
N 1.0339 -2.1120 -0.2875 0.1 -0.4 -0.6 -0.109
C 0.7039 -2.6031 -1.5233 -0.2 0.1 0.1 -0.358
C 0.2896 -3.9374 -1.7846 0.0 0.1 0.0 -0.050
C -0.1091 -4.3577 -3.0419 0.0 0.0 0.0 -0.122
C -0.1266 -3.4923 -4.1318 0.0 0.0 0.0 -0.145
C 0.2868 -2.1822 -3.9214 0.0 -0.1 0.1 -0.126
C 0.6927 -1.7525 -2.6689 0.1 -0.1 0.2 -0.081
H 3.3624 -2.5014 2.7602 0.0 0.0 -0.1 0.028
H 2.9452 -1.0486 1.8348 0.0 -0.1 0.0 0.021
H 3.8949 -2.3271 1.0709 0.0 0.0 0.1 0.035
H 2.3525 -5.1065 1.9467 0.0 0.1 -0.1 0.023
H 2.6083 -4.9885 0.1947 -0.1 0.0 0.1 0.031
H 1.0035 -5.3902 0.8405 0.1 0.0 0.0 0.013
H 0.2712 -3.6563 3.1788 0.0 0.1 0.0 0.022
H -0.8141 -2.8416 2.0346 0.1 0.0 0.1 0.029
H 0.2831 -1.8919 3.0519 0.0 0.0 -0.1 0.017
H 0.2615 -4.6430 -0.9680 0.0 0.0 0.0 0.070
H -0.4197 -5.3887 -3.1754 0.0 0.0 0.0 0.090
H -0.4427 -3.8284 -5.1112 0.0 0.0 0.0 0.080
H 0.3128 -1.4871 -4.7531 0.0 0.0 0.0 0.094
H 1.0764 -0.7372 -2.5808 0.0 0.0 0.0 0.092
```
Forces are in eV/Å.

Results
Relative energy (zero: lowest compared OMol25 entry of this formula, charge and spin) (kcal per mole): 0.00
Net charge: -1
HOMO level (eV): -4.234
Total energy (hartree): -2881.70830
Gap between HOMO and LUMO (eV): 6.5167
Largest force on an atom (eV Å⁻¹): 1.2

Here is C15H13BCl2N6RuS as an isolated structure from the Open Molecules 2025 dataset. Energies are from ωB97M-V/def2-TZVPD.

Structure (XYZ):
```
39
Properties=species:S:1:pos:R:3:forces:R:3:lowdin_charge:R:1
Ru -0.0030 -0.1523 -0.2893 0.0 -0.4 0.3 0.879
C -3.1217 1.8438 1.7806 0.0 0.0 0.0 -0.024
C -2.5790 0.6826 1.2450 0.0 0.0 0.0 -0.110
N -1.4502 0.9818 0.5961 0.3 0.0 0.1 -0.117
N -1.2466 2.3115 0.7024 -0.1 0.0 -0.2 -0.014
C -2.2406 2.8479 1.4175 0.0 0.0 -0.1 -0.034
B -0.0016 2.9388 0.0249 0.0 0.0 -0.1 -0.472
N 1.2428 2.3107 0.7036 0.1 0.0 -0.2 -0.014
C 2.2369 2.8460 1.4192 0.0 0.0 -0.1 -0.034
C 3.1177 1.8411 1.7814 0.0 0.0 0.0 -0.024
C 2.5744 0.6807 1.2446 0.0 0.0 0.0 -0.110
N 1.4456 0.9810 0.5961 -0.3 0.0 0.1 -0.117
N 0.0001 2.5061 -1.4592 0.0 0.0 0.0 -0.019
C 0.0022 3.2587 -2.5703 0.0 0.0 0.0 -0.044
C 0.0040 2.4260 -3.6706 0.0 0.0 0.0 -0.026
C 0.0029 1.1378 -3.1399 0.0 0.0 0.0 -0.118
N 0.0007 1.2006 -1.8123 0.0 0.1 0.1 -0.125
H -4.0316 1.9417 2.3446 0.0 0.0 0.0 0.110
H -2.9412 -0.3316 1.2773 0.0 0.0 0.0 0.115
H -2.2610 3.9074 1.6105 0.0 0.0 0.0 0.137
H -0.0015 4.1255 0.1249 0.0 0.0 0.0 0.127
H 2.2580 3.9054 1.6129 0.0 0.0 0.0 0.137
H 4.0277 1.9381 2.3453 0.0 0.0 0.0 0.110
H 2.9364 -0.3336 1.2759 0.0 0.0 0.0 0.115
H 0.0023 4.3332 -2.4991 0.0 0.0 0.0 0.133
H 0.0059 2.7083 -4.7077 0.0 0.0 0.0 0.108
H 0.0035 0.1832 -3.6404 0.0 0.0 0.0 0.097
Cl 0.0068 -1.7111 1.5591 0.0 0.0 -0.1 0.773
C 0.0037 -3.2896 0.7854 0.0 0.0 0.0 -0.602
C 0.0067 -4.4011 1.6013 0.0 0.0 0.0 -0.091
C 0.0044 -5.6481 0.9962 0.0 0.0 0.0 -0.048
C -0.0007 -5.7559 -0.3844 0.0 0.0 0.0 -0.083
C -0.0035 -4.6167 -1.1731 0.0 0.0 0.0 -0.679
Cl -0.0098 -4.7916 -2.8877 0.0 0.0 0.0 0.715
C -0.0013 -3.3403 -0.5990 0.0 -0.1 0.0 -0.657
S -0.0040 -1.9054 -1.6317 0.0 0.3 -0.1 0.655
H 0.0106 -4.2955 2.6770 0.0 0.0 0.0 0.116
H 0.0066 -6.5404 1.6062 0.0 0.0 0.0 0.121
H -0.0026 -6.7247 -0.8633 0.0 0.0 0.0 0.117
```
Forces are in eV/Å.

Results
Net charge: +1
HOMO level (spin up / spin down) (eV): -11.985 / -11.947
Total energy (hartree): -2346.14715
Gap between HOMO and LUMO (spin up / spin down) (eV): 7.7859 / 6.9797
Largest force on an atom (eV Å⁻¹): 0.5
Spin multiplicity: 2

Here is a single C6H11NO molecule in a non-equilibrium geometry from the Open Molecules 2025 dataset. Energies are from ωB97M-V/def2-TZVPD.

Structure (XYZ):
```
19
Properties=species:S:1:pos:R:3:forces:R:3:lowdin_charge:R:1
C -0.8037 2.3654 0.2845 0.0 -0.2 -0.2 0.068
C -0.6206 1.0600 0.0893 -0.3 0.3 0.8 -0.333
N -1.7186 0.1910 -0.1965 0.6 -0.5 -1.5 0.062
C 0.6239 0.3225 0.3943 0.7 -0.2 0.0 -0.238
C 1.8175 0.9090 0.4429 -0.2 0.0 -0.1 0.076
C 0.4867 -1.1789 0.5872 -0.2 -0.3 -3.3 -0.391
C 0.4479 -1.8424 -0.9931 1.1 0.1 2.0 -0.021
O -0.6186 -1.5398 1.2928 -2.9 1.2 -0.3 -0.118
H -0.0170 2.9947 0.6600 0.1 0.0 0.0 0.057
H -1.7596 2.8293 0.0943 -0.1 0.0 0.0 0.058
H -1.3967 -0.4908 -0.9307 -1.0 1.1 0.7 0.098
H -2.5576 0.6971 -0.4518 0.0 -0.2 -0.1 0.116
H 1.9500 1.9617 0.2523 0.0 0.1 -0.1 0.060
H 2.7062 0.3352 0.6572 0.1 -0.1 0.1 0.067
H 1.3982 -1.6076 1.0183 -0.2 0.1 0.0 0.135
H 1.4428 -1.6631 -1.3981 0.1 -0.1 -0.1 0.059
H -0.2445 -1.5164 -1.7721 -0.2 0.3 0.4 0.048
H 0.3186 -2.9155 -0.8576 -0.1 0.0 0.0 0.062
H -1.4546 -0.9114 0.8267 2.5 -1.8 1.7 0.133
```
Forces are in eV/Å.

Results
Relative energy (zero: lowest compared OMol25 entry of this formula, charge and spin) (kcal per mole): 61.03
HOMO level (eV): -8.600
Total energy (hartree): -365.13420
Gap between HOMO and LUMO (eV): 9.4413
SMILES: C=C(N)C(=C)[C@H](C)O
Largest force on an atom (eV Å⁻¹): 3.5

Question: Look up the total energy of the fourth one.
Answer: -2881.70830 hartree